[1]
This record from the OMol25 dataset describes a structure of composition C22H51Cl2F3N7O8S in a non-equilibrium geometry. The level of theory is the ωB97M-V functional and the def2-TZVPD basis.

```
94
Properties=species:S:1:pos:R:3:forces:R:3:lowdin_charge:R:1
Cl -0.389 2.042 1.247 -4.6 6.0 3.8 0.502
Cl 0.722 2.521 -2.305 -1.3 9.3 -7.9 0.545
S 3.247 0.590 -2.367 0.9 2.2 -7.3 0.684
F 5.176 -1.136 -3.110 0.0 -0.4 -0.3 0.160
F 4.853 0.520 -4.533 0.2 -0.6 1.7 0.151
F 5.973 0.809 -2.628 -1.1 -0.3 -0.5 0.099
O 2.779 0.516 1.319 7.1 4.8 -1.7 -0.022
O 3.422 0.342 -0.933 14.5 -4.7 -6.1 -0.391
O 2.280 -0.305 -3.008 1.9 0.2 -0.5 -0.291
O -3.218 0.068 1.065 -9.1 3.4 10.0 0.006
O 2.990 2.002 -2.638 3.4 -2.5 0.6 -0.405
O -2.527 0.715 -1.599 -6.2 1.4 -3.4 0.153
O -1.978 -2.479 -1.269 3.2 -5.4 -7.0 -0.016
O -0.832 -0.475 -2.165 1.5 -1.0 -1.4 0.037
N -5.656 -0.062 1.315 1.2 2.3 0.6 0.103
N -4.630 0.396 -2.634 1.5 0.3 -1.0 0.125
N 0.409 0.913 -0.754 -3.3 -12.9 3.1 -0.121
N 1.783 0.823 3.142 -1.0 -2.3 4.4 -0.039
N 4.804 1.337 0.219 2.3 2.4 4.5 0.080
N 2.286 -1.428 3.490 -0.3 6.0 -0.5 -0.105
N -0.564 -3.586 -2.914 -0.7 2.2 0.6 0.137
C -1.625 -0.402 0.083 7.5 -2.2 0.1 -0.106
C -2.660 -2.075 -3.654 0.8 -0.2 0.0 0.041
C 1.254 -1.306 2.584 -1.7 1.8 0.6 -0.008
C 3.357 1.466 0.761 -0.7 -1.6 1.6 -0.319
C 0.882 0.077 2.430 1.6 -4.9 2.8 -0.149
C -3.495 -0.001 -1.687 1.4 2.3 1.7 -0.322
C -4.192 -0.407 1.647 1.1 -2.2 0.4 -0.274
C 0.800 -2.916 -2.691 0.6 -0.1 -1.4 0.041
C -4.076 -1.553 2.650 0.2 0.8 1.0 0.057
C 1.580 2.324 3.445 3.2 0.2 1.1 -0.117
C -5.804 1.470 1.133 -1.0 -0.8 -0.9 0.071
C 4.930 0.147 -3.235 -0.3 1.2 -0.1 -0.573
C -4.149 0.752 -4.057 -0.1 -0.6 -0.2 0.075
C 2.868 2.873 4.301 -1.5 -0.8 -0.9 -0.029
C 2.699 2.755 0.383 1.0 0.4 1.4 0.029
C -1.765 -2.660 -2.492 -1.3 1.0 3.8 -0.178
C 2.611 -0.118 3.813 -1.4 0.6 -1.1 0.035
C -0.726 -0.055 -1.035 4.5 2.5 0.8 -0.347
C -3.709 -1.222 -0.857 -4.6 -0.4 -2.1 -0.037
C 2.862 -2.540 4.149 -0.2 -2.2 -0.4 -0.007
C 5.878 1.517 1.328 -0.7 -0.4 -1.4 0.066
C 1.717 0.091 -0.568 -11.6 -1.1 1.1 -0.131
H -3.511 -1.455 -3.372 0.6 -0.9 0.8 0.026
H 3.816 2.809 3.767 -0.1 -0.3 -0.3 0.050
H 2.639 -3.393 3.507 0.2 -0.2 0.0 0.103
H 1.836 2.885 1.037 0.2 -0.1 -1.1 0.023
H 1.505 2.861 2.500 0.1 -0.4 0.8 0.019
H -6.074 -0.517 0.517 0.2 -0.4 -0.4 0.151
H 2.978 2.298 5.221 -0.1 0.2 0.1 0.064
H 2.757 3.930 4.541 -0.4 -0.1 0.0 0.081
H -3.322 1.458 -4.138 -0.3 0.3 0.8 0.132
H -0.525 -4.456 -2.403 -0.6 -0.3 0.6 0.178
H 3.452 0.104 4.454 -0.2 0.2 -0.1 0.150
H 0.967 -2.097 -3.391 -0.6 0.2 0.2 0.090
H 6.765 1.681 0.717 0.3 0.0 0.7 0.107
H -6.742 1.528 0.581 -0.1 0.5 0.2 0.106
H 5.004 2.088 -0.427 -0.5 0.8 -0.3 0.157
H -3.229 -1.351 3.306 0.6 0.1 -0.5 0.110
H 5.931 0.608 1.926 0.0 0.1 -0.2 0.099
H -2.123 -1.350 -4.265 0.8 -0.4 0.0 0.115
H -3.699 -1.956 -1.662 -1.0 -0.2 1.1 0.101
H -3.736 -0.192 -4.413 -0.5 0.6 -0.4 0.063
H 2.338 -2.779 5.075 0.4 0.4 0.2 0.114
H 3.389 3.563 0.624 0.2 0.2 0.0 0.121
H 2.447 2.890 -0.669 -0.1 -0.3 -0.2 0.055
H -3.954 -2.568 2.273 0.0 0.2 -0.6 0.112
H -4.653 -1.316 -0.319 -0.5 0.2 -1.0 0.097
H -2.563 0.154 0.100 4.1 0.6 -2.6 -0.027
H -5.021 1.048 -4.639 0.2 0.0 0.1 0.121
H 4.915 0.545 -0.398 0.3 -1.0 0.6 0.125
H -5.266 -0.385 -2.717 -0.5 -0.2 0.0 0.169
H 0.568 1.670 -1.404 -0.3 -1.0 0.4 -0.485
H -3.140 -2.791 -4.321 0.5 -0.6 0.1 0.119
H 0.663 -2.172 2.325 0.2 0.0 -0.3 0.122
H 5.619 2.376 1.947 0.1 0.0 -0.2 0.091
H -2.915 -1.266 -0.112 -2.8 -1.1 -1.4 0.021
H -6.222 -0.331 2.108 -0.2 -0.2 0.5 0.169
H -0.707 -3.822 -3.886 0.3 -0.1 -0.6 0.171
H 0.248 1.392 0.120 0.6 -0.7 -0.7 -0.259
H -4.839 -1.605 3.428 -0.7 0.2 -0.5 0.099
H 1.499 -3.673 -3.047 0.2 -0.1 0.6 0.117
H -1.079 -0.313 1.022 -0.5 0.0 -0.3 0.088
H -5.893 1.986 2.089 0.3 -0.2 -0.1 0.125
H -5.097 1.164 -2.173 -0.3 0.6 -0.1 0.175
H 0.068 0.568 1.918 0.4 -0.8 0.4 -0.108
H -1.868 -1.448 -0.103 2.9 0.6 1.5 0.072
H -5.017 1.839 0.475 0.2 -0.1 0.5 0.101
H 3.947 -2.487 4.226 -0.2 0.3 0.3 0.114
H 1.836 -0.588 -1.411 -1.6 -0.2 1.6 0.056
H 0.981 -2.563 -1.676 -0.5 -0.4 -0.1 0.105
H 1.711 -0.293 0.452 -0.6 -0.9 -1.6 0.083
H 2.499 0.846 -0.655 -7.5 2.3 1.9 -0.111
H 0.650 2.532 3.974 0.1 -0.6 0.1 0.116
```
Forces are in eV/Å.

**HOMO-LUMO gap**: 3.86 eV
**Net charge**: +3

***

[2]
This record from the OMol25 dataset describes a structure of composition C22H51F12N5O17PbS4 in a non-equilibrium geometry. The level of theory is the ωB97M-V functional and the def2-TZVPD basis.

```
112
Properties=species:S:1:pos:R:3:forces:R:3:lowdin_charge:R:1
Pb 0.123 -0.589 -0.182 0.2 0.1 -0.2 1.719
S 3.239 -1.196 -2.705 1.4 -1.0 0.7 0.624
S 1.024 0.243 -3.550 -1.4 -2.4 1.2 0.521
S -2.315 -1.783 2.987 -2.6 -0.1 -0.4 0.654
S -0.180 -3.218 1.891 1.6 -0.2 1.7 0.548
F 0.810 -2.365 4.290 -0.5 -1.1 -0.1 0.121
F 2.096 -3.791 3.249 -0.2 0.4 -0.2 0.157
F 0.963 -1.806 -5.227 0.6 0.3 -0.4 0.153
F 2.255 -3.817 -2.665 0.9 0.9 -0.2 0.098
F -0.867 -1.515 -4.201 0.4 0.5 0.3 0.103
F 4.366 -3.479 -2.171 0.0 -0.2 0.0 0.158
F -1.832 0.832 2.491 -0.3 -0.6 0.3 0.094
F -3.468 0.270 3.848 1.3 0.3 0.2 0.112
F -0.325 -0.131 -5.718 -0.2 0.9 -1.4 0.175
F 2.764 -2.998 -0.756 0.7 0.4 -0.7 0.083
F 1.806 -1.694 2.595 0.7 -0.5 -0.8 0.078
F -1.324 0.183 4.487 -0.8 -0.2 -0.4 0.143
O -2.743 2.788 -0.476 2.2 0.2 -1.1 -0.124
O -0.822 -4.402 2.359 0.2 -0.1 -0.6 -0.230
O 2.262 0.742 1.037 0.5 1.0 -0.5 -0.220
O 1.867 1.111 -4.246 1.4 1.2 -1.1 -0.219
O -4.018 5.215 0.654 -0.4 -1.1 0.2 -0.088
O -1.191 -2.135 -1.475 -0.1 -0.6 -0.2 -0.262
O 1.939 2.772 5.040 0.7 0.0 -0.3 -0.183
O -0.094 1.951 0.209 0.0 0.6 0.8 -0.233
O 0.554 -3.108 0.650 -0.5 -0.7 -0.1 -0.400
O 3.869 -1.341 -3.994 -1.1 0.3 0.3 -0.272
O -2.406 -2.453 4.262 1.1 0.0 -1.0 -0.256
O -3.548 -1.801 2.192 2.1 -0.1 0.4 -0.292
O -0.053 -7.207 -0.682 -0.8 -0.1 -0.2 -0.209
O -0.074 0.742 -2.787 -1.0 1.0 0.5 -0.329
O 4.020 -0.509 -1.693 -1.1 -0.4 -0.5 -0.286
O -2.247 0.202 -0.673 0.0 -0.7 -0.2 -0.173
O 1.047 4.960 -2.766 -0.5 0.4 0.6 -0.198
N -0.483 -4.754 -1.781 0.2 -0.1 -0.1 0.056
N -0.982 -1.905 2.054 -1.7 0.9 0.4 -0.361
N 1.655 -0.859 -2.616 1.6 0.0 0.0 -0.352
N 3.974 0.366 3.153 0.6 -0.5 -0.8 0.042
N -2.555 4.857 -2.177 -0.3 0.8 -0.2 0.041
C -2.853 -0.499 -1.765 0.8 -1.7 0.6 -0.182
C 0.830 -8.308 -0.694 -0.3 -0.2 0.5 -0.106
C -1.085 -7.179 -1.680 1.5 0.5 -0.1 -0.177
C -1.578 -5.722 -1.758 0.1 -0.8 1.2 -0.423
C 3.074 2.293 4.295 -0.3 0.2 0.4 -0.182
C -1.221 5.467 -2.262 0.6 0.6 -1.2 -0.410
C -2.192 -0.023 3.486 -0.2 0.9 -0.1 -0.622
C -0.742 6.111 -0.970 0.4 -0.8 -1.1 -0.027
C 0.182 -0.845 -4.758 -0.9 -1.5 0.6 -0.680
C 2.980 0.784 4.112 -0.2 0.5 0.6 -0.448
C -3.803 2.801 0.369 -2.1 -0.6 1.0 -0.290
C 2.033 4.222 -3.417 1.3 -0.7 -0.4 -0.115
C -3.845 3.946 1.361 0.5 0.3 -0.6 -0.199
C -2.598 -1.973 -1.434 -0.7 0.9 0.9 -0.201
C 3.102 0.028 5.411 0.4 0.2 0.4 -0.039
C -0.246 4.383 -2.727 0.3 -0.7 -0.6 -0.200
C 0.966 2.777 0.757 0.1 0.5 -0.6 -0.177
C -2.532 -5.537 -2.912 0.5 0.6 -0.4 -0.044
C 2.311 2.068 0.458 -0.2 0.3 1.3 -0.197
C 1.970 4.181 5.294 -0.2 -0.7 -0.4 -0.095
C 3.153 -2.980 -2.061 -1.3 -0.1 0.8 -0.610
C 1.216 -2.807 3.084 -0.3 0.9 0.7 -0.613
H 2.450 0.408 6.188 0.0 0.2 0.2 0.088
H -4.657 5.030 -0.064 0.3 0.2 0.6 0.080
H 0.326 -9.290 -0.621 0.0 0.4 0.4 0.091
H 1.498 -8.111 0.154 -0.1 -0.5 -0.2 0.095
H 4.913 0.572 3.472 0.1 0.3 0.0 0.101
H 1.420 -8.390 -1.594 0.3 0.4 -0.6 0.075
H 3.206 2.808 3.315 -0.3 -0.2 0.5 0.120
H -1.962 -5.672 -3.867 -0.6 0.1 0.6 0.102
H 2.924 4.888 -3.603 -1.0 -0.6 0.2 0.109
H -2.386 -0.263 -2.694 0.5 0.3 -0.6 0.097
H -0.331 3.450 -2.101 0.4 0.8 -0.2 0.125
H 3.132 2.676 0.936 -0.7 -0.6 -0.4 0.132
H 3.982 2.438 4.884 0.3 0.5 0.1 0.127
H -1.887 -7.896 -1.478 0.0 0.1 0.1 0.132
H -2.657 3.607 -1.058 -0.3 -0.1 0.1 0.058
H -0.932 -3.102 -1.613 0.1 -0.1 0.1 0.055
H -2.023 -5.594 -0.767 -0.6 0.3 -0.2 0.148
H 1.050 4.463 5.797 -0.1 -0.2 0.1 0.087
H -3.234 5.616 -2.012 0.4 -0.6 0.0 0.108
H -1.173 6.240 -3.069 -0.3 -0.4 0.5 0.150
H -3.899 -0.359 -1.869 -1.2 0.6 0.4 0.119
H 0.760 3.076 1.826 0.4 -0.9 -0.8 0.141
H -0.538 5.268 -0.342 0.0 -0.2 1.1 0.055
H 1.700 3.771 -4.369 -0.1 0.4 0.2 0.083
H -2.759 4.497 -3.107 -0.2 -0.1 0.1 0.105
H -2.983 -2.117 -0.397 0.3 -0.1 -0.5 0.123
H 0.228 6.537 -1.225 -0.2 0.4 0.3 0.086
H -2.257 1.146 -0.856 -0.2 0.8 0.0 0.036
H 0.035 -4.851 -2.657 0.1 0.0 0.3 0.099
H 4.140 -0.017 5.755 0.0 0.4 0.1 0.088
H -0.595 -7.411 -2.628 -0.1 -0.3 -0.4 0.123
H -3.336 -6.259 -2.860 -0.2 -0.2 -0.1 0.079
H -4.754 2.836 -0.208 0.1 0.0 0.2 0.133
H 2.525 2.038 -0.627 -0.3 -0.2 0.4 0.114
H 0.148 -4.968 -0.992 -0.3 0.2 -0.7 0.093
H 2.033 0.535 3.692 -0.9 0.0 -0.4 0.115
H -3.820 1.819 0.891 0.0 0.6 -0.1 0.130
H 1.995 4.691 4.345 0.1 0.5 -0.5 0.073
H 2.810 4.522 5.893 0.3 -0.3 0.2 0.085
H 2.825 -0.986 5.246 -0.3 -1.0 -0.2 0.053
H 3.960 -0.649 3.096 -0.1 0.0 -0.1 0.092
H -2.889 4.001 1.904 -0.3 0.2 -0.2 0.124
H -0.456 4.046 -3.772 -0.3 0.2 0.5 0.137
H -4.636 3.719 2.078 -0.2 0.4 0.0 0.118
H 0.946 3.718 0.180 0.2 -0.2 0.2 0.103
H -2.973 -4.526 -2.889 0.2 -0.5 -0.2 0.061
H 2.374 3.348 -2.826 -0.1 0.4 0.0 0.074
H -1.437 6.814 -0.540 -0.1 0.2 0.2 0.082
H -3.165 -2.664 -2.065 0.4 0.2 -0.3 0.113
H 3.088 0.633 1.584 -0.5 -0.1 -0.1 0.050
H -0.958 2.357 0.438 0.3 -0.2 -0.4 0.071
```
Forces are in eV/Å.

**HOMO-LUMO gap**: 10.23 eV